{"formula": "C15H20N2O6", "method": "ωB97M-V with the def2-TZVPD basis set", "elements": ["C", "C", "H", "H", "O", "C", "O", "C", "C", "H", "H", "C", "N", "C", "O", "C", "C", "C", "C", "N", "C", "H", "H", "O", "H", "H", "H", "C", "O", "O", "C", "C", "H", "H", "H", "H", "H", "H", "H", "H", "H", "H", "H"], "positions_angstrom": [[0.25682, 4.21627, 2.56931], [0.51465, 3.40310, 1.31020], [0.90913, 4.03079, 0.50900], [1.20883, 2.58167, 1.51106], [-0.69259, 2.85065, 0.77255], [-1.18441, 1.77209, 1.36919], [-0.73386, 1.26761, 2.36506], [-2.41247, 1.24273, 0.64868], [-2.23806, 1.13945, -0.86904], [-2.30610, 2.12477, -1.32770], [-3.04596, 0.52510, -1.27246], [-0.87900, 0.53168, -1.26447], [-0.46843, -0.53880, -0.39549], [0.68111, -0.46847, 0.31984], [1.42672, 0.48894, 0.27448], [0.93727, -1.65992, 1.17546], [1.42150, -1.47910, 2.46273], [1.66813, -2.60274, 3.24766], [1.41747, -3.85611, 2.68964], [0.97577, -4.02645, 1.45749], [0.74188, -2.96199, 0.71497], [0.40863, -3.16119, -0.29518], [1.58438, -4.76349, 3.25986], [2.13511, -2.44247, 4.50683], [2.25543, -3.30094, 4.93183], [1.58422, -0.48829, 2.85517], [-1.04161, -1.36499, -0.34549], [-0.91034, 0.10537, -2.72983], [-1.36162, 0.78376, -3.61349], [-0.39526, -1.11175, -2.89347], [-0.30113, -1.60719, -4.23294], [0.94871, -1.08549, -4.92477], [1.03392, -1.53422, -5.91015], [0.88941, -0.00533, -5.03288], [1.83195, -1.33413, -4.34147], [-0.27236, -2.69378, -4.13010], [-1.19718, -1.30515, -4.78470], [-0.09795, 1.29952, -1.16996], [-3.24362, 1.91641, 0.86638], [-2.64226, 0.26953, 1.08475], [-0.46637, 5.00403, 2.36968], [1.18691, 4.66562, 2.90504], [-0.12740, 3.57290, 3.35669]], "atomic_forces_ev_per_a": [[-0.1506, -0.2295, -0.2930], [0.4927, 0.1116, 0.4115], [-0.0263, -0.1162, 0.0709], [-0.0919, 0.1474, -0.1194], [-0.1709, 0.2219, -0.3168], [-0.5700, -0.4143, 0.1127], [0.1887, 0.0466, 0.1533], [0.1927, 0.0291, -0.0789], [0.1460, 0.0337, 0.0609], [-0.0595, -0.0722, -0.0616], [-0.0413, 0.0638, -0.0343], [0.0301, 0.1329, -0.2274], [-0.2550, 0.0565, -0.0503], [-0.1573, -0.2346, -0.0985], [0.2494, 0.1717, 0.1042], [0.2404, -0.3663, 0.2995], [0.0314, -0.2430, 0.1508], [-0.2191, -0.0027, -0.5723], [0.0987, 0.1497, 0.2323], [-0.0254, -0.4042, -0.0681], [-0.0876, 0.4137, -0.1392], [-0.0485, 0.0987, -0.1329], [0.0619, -0.0226, 0.1614], [0.0869, 0.0415, 0.2616], [-0.0331, 0.0917, -0.0959], [0.0339, 0.1458, 0.0278], [0.1129, -0.0019, 0.0983], [-0.0352, 0.1882, 0.2711], [0.0038, 0.0748, -0.0529], [0.1688, -0.2323, 0.1156], [-0.0135, -0.0030, -0.5603], [-0.2702, -0.0109, 0.3109], [0.0338, -0.0409, -0.1181], [0.0237, 0.0632, -0.0525], [0.0990, -0.0382, 0.0021], [-0.0507, 0.1362, 0.0011], [0.1103, -0.1312, 0.0988], [-0.2047, -0.1657, -0.0775], [-0.0250, -0.0195, 0.0303], [0.0462, 0.1351, 0.0432], [-0.0274, 0.1115, 0.0180], [0.1024, 0.0797, 0.0468], [0.0094, 0.0044, 0.0669]], "homo_energy_ev": -9.2, "fmax_ev_per_a": 0.714, "lumo_energy_ev": 0.63, "energy_ev": -31145.9550, "relative_energy_kcal_mol": 10.2}

---

{"formula": "C21H55NO15S5", "method": "ωB97M-V with the def2-TZVPD basis set", "elements": ["C", "C", "N", "C", "C", "C", "C", "H", "H", "H", "H", "H", "H", "H", "H", "H", "H", "H", "H", "H", "H", "H", "O", "S", "O", "O", "C", "C", "C", "H", "H", "H", "H", "H", "H", "H", "H", "O", "S", "O", "O", "C", "C", "C", "H", "H", "H", "H", "H", "H", "H", "H", "O", "S", "O", "O", "C", "C", "C", "H", "H", "H", "H", "H", "H", "H", "H", "O", "S", "O", "O", "C", "C", "C", "H", "H", "H", "H", "H", "H", "H", "H", "O", "S", "O", "O", "C", "C", "C", "H", "H", "H", "H", "H", "H", "H", "H"], "positions_angstrom": [[20.12270, 6.70636, 4.28934], [18.98904, 6.22634, 3.40959], [17.97140, 5.47887, 4.17456], [17.05310, 4.82224, 3.24252], [17.55447, 3.49484, 2.73387], [17.21153, 6.37158, 5.05412], [16.54509, 5.63875, 6.22817], [20.92453, 7.17618, 3.72091], [20.55324, 5.84143, 4.79410], [19.76010, 7.40323, 5.04098], [18.55495, 7.02395, 2.78675], [19.38489, 5.46244, 2.73360], [16.11477, 4.60582, 3.76234], [16.78899, 5.47310, 2.39259], [17.65696, 2.74244, 3.52074], [16.82658, 3.02861, 2.06134], [18.49779, 3.56393, 2.18922], [16.51197, 7.03698, 4.52109], [17.92738, 7.07730, 5.48324], [15.59203, 5.25202, 5.87729], [16.47978, 6.34688, 7.05133], [17.22235, 4.86848, 6.58265], [18.45231, 10.24651, 7.37431], [19.85480, 10.06062, 7.18805], [20.56181, 8.99063, 7.81756], [20.13307, 9.85077, 5.63435], [19.74946, 10.88023, 4.70207], [19.66384, 10.25386, 3.33063], [20.68146, 11.58783, 7.53843], [20.54393, 11.63410, 4.68291], [18.82974, 11.37589, 5.01357], [19.00333, 10.84669, 2.69728], [19.17642, 9.27807, 3.37890], [20.65099, 10.12204, 2.89677], [20.10442, 12.37008, 7.05163], [21.69973, 11.54196, 7.16247], [20.69765, 11.69940, 8.61876], [14.15140, 10.10018, 3.37168], [13.29771, 9.08882, 2.87981], [13.23439, 8.78155, 1.50566], [13.68481, 7.77242, 3.67313], [13.74365, 6.54016, 2.91256], [12.41364, 5.95950, 2.48497], [11.68325, 9.35912, 3.46699], [14.19732, 5.83766, 3.61077], [14.39850, 6.65097, 2.05356], [12.02820, 5.21354, 3.18499], [12.54133, 5.41349, 1.54597], [11.59273, 6.64403, 2.28569], [11.25964, 10.16995, 2.88208], [11.78099, 9.57816, 4.52769], [11.10627, 8.45172, 3.32967], [14.09747, 7.31025, 8.96871], [13.27291, 6.25333, 8.48853], [13.67526, 4.90172, 8.51485], [11.90199, 6.29091, 9.26552], [11.38144, 7.59458, 9.65242], [9.88441, 7.56206, 9.47989], [12.74532, 6.63884, 6.84234], [11.84588, 8.39191, 9.07578], [11.64957, 7.70902, 10.70004], [9.40810, 7.01791, 10.29133], [9.63071, 7.10142, 8.52339], [9.47914, 8.57399, 9.43846], [12.02448, 5.87611, 6.57485], [13.65418, 6.65988, 6.24441], [12.36849, 7.65827, 6.89184], [19.84439, 0.35328, 7.79719], [20.61832, 1.53760, 7.91915], [20.76772, 2.21143, 9.15800], [22.09478, 1.21495, 7.46198], [22.25903, 0.77743, 6.10658], [23.74196, 0.84357, 5.78352], [20.10185, 2.72140, 6.72971], [21.68211, 1.36648, 5.38700], [21.86638, -0.23991, 6.03570], [23.85010, 0.73290, 4.70320], [24.26888, 0.03435, 6.28070], [24.12900, 1.81883, 6.06844], [19.24809, 3.23344, 7.16199], [19.76469, 2.25812, 5.80747], [20.92651, 3.41183, 6.58338], [15.96424, 5.86367, 11.58336], [17.35621, 5.76431, 11.35418], [18.26873, 6.55078, 12.11511], [17.72495, 4.23629, 11.56966], [19.12712, 3.87490, 11.59568], [19.18520, 2.39237, 11.83933], [17.66560, 5.96530, 9.61611], [19.64582, 4.49821, 12.32198], [19.58504, 4.07733, 10.62020], [18.55644, 2.10578, 12.68111], [20.19965, 2.00839, 11.88869], [18.74464, 1.91341, 10.96026], [17.67185, 4.96796, 9.19459], [18.58907, 6.52276, 9.47341], [16.86436, 6.59764, 9.23899]], "atomic_forces_ev_per_a": [[-0.0574, -0.1337, 0.1255], [0.1045, -1.1144, -0.0247], [-0.5787, 0.7715, -0.4088], [-0.2433, -0.3541, 0.2613], [0.0206, -0.8529, -0.3832], [0.8165, 0.3971, 0.6783], [0.5596, 0.7574, -0.8303], [-0.1068, 0.1312, -0.0889], [0.0033, 0.0148, 0.1296], [0.3029, 0.0793, 0.0082], [-0.1092, 0.0679, 0.1399], [0.1294, 0.3356, -0.2624], [0.0703, 0.1832, 0.0987], [0.0912, 0.1070, 0.0609], [0.2292, 0.3414, 0.2304], [0.0181, 0.3059, -0.1802], [-0.0075, 0.0162, 0.0598], [-0.1859, -0.3166, -0.1753], [-0.0208, -0.1210, 0.0415], [-0.1619, -0.3050, 0.6315], [-0.7020, -0.0088, -0.0101], [-0.1456, -0.4066, -0.1465], [-0.1087, 0.0383, 0.1142], [0.4694, -0.2030, -0.1808], [-0.2708, 0.0753, -0.0337], [0.1483, 0.1054, 0.2518], [0.3260, 0.3242, -0.2368], [-0.6739, -0.3190, 0.0468], [-0.1253, -0.1898, -0.1757], [-0.0691, 0.0087, 0.1770], [-0.1587, -0.3023, 0.0464], [0.3536, 0.2137, -0.1567], [0.0986, -0.0039, 0.1729], [-0.0281, 0.0658, -0.1524], [0.1055, 0.1668, 0.1612], [0.0074, -0.0494, -0.0543], [-0.1422, 0.0683, 0.0236], [0.4749, 0.8044, 0.2629], [-0.0051, -0.3456, 0.9105], [0.0132, -0.2492, -1.6287], [-0.0141, -0.3848, -0.1306], [-0.0357, -0.4981, 0.2546], [-0.6781, -0.7298, -0.3067], [-0.2063, -0.0383, 0.3174], [0.2114, 0.1627, -0.0526], [0.0822, 0.2850, 0.0855], [0.1036, 0.2004, 0.1888], [0.1401, 0.0792, 0.0349], [0.2660, 0.3574, 0.0314], [-0.0471, 0.1547, 0.1742], [-0.2283, 0.2252, -0.0313], [-0.0786, -0.0281, -0.0702], [0.4533, 0.2524, 0.0065], [-0.5476, 0.4351, -0.1841], [0.4943, -0.9460, 0.0356], [-0.2328, 0.2247, -0.0074], [-0.0935, -0.2628, 0.3818], [-0.1369, 0.1341, -0.3215], [0.5666, 0.3719, 0.6674], [0.1117, -0.0933, -0.0635], [0.1136, 0.2481, -0.0221], [-0.0890, -0.0816, -0.0807], [-0.0201, -0.1145, 0.0786], [0.0476, 0.0299, 0.2272], [-0.0695, 0.1121, -0.3415], [-0.1261, -0.2146, -0.2129], [-0.3474, -0.0860, -0.2404], [-0.5175, -0.4342, -0.0142], [0.3418, 0.1194, -0.2530], [-0.0314, 0.1450, 0.6159], [0.0730, 0.4769, -0.1704], [0.3134, -0.7872, -0.4412], [-0.6280, -0.0864, -0.2500], [-0.3705, 0.1520, -0.1223], [0.1010, 0.2682, 0.3527], [0.1192, -0.0225, -0.0057], [0.1489, -0.0676, 0.0414], [0.1951, 0.1358, 0.0909], [0.1620, -0.0446, 0.0784], [-0.0155, 0.1226, 0.1276], [0.1586, -0.0423, -0.0273], [-0.0599, 0.1446, -0.0978], [-0.7405, -0.0766, 0.1364], [0.4605, -0.3615, -0.1826], [0.3711, 0.4278, 0.1538], [-0.0633, -0.0193, 0.0249], [0.4581, 0.1578, -0.2850], [-0.6783, -0.2723, -0.5550], [0.0306, 0.6231, 0.3297], [-0.1305, -0.1370, 0.2221], [-0.1538, 0.1149, 0.0164], [0.3337, 0.0169, 0.2581], [0.0768, 0.1548, 0.3145], [0.0112, -0.0714, 0.0871], [-0.0485, 0.0601, -0.3348], [0.1986, -0.3260, 0.0129], [-0.1968, -0.2697, -0.0445]], "homo_energy_ev": -9.0, "fmax_ev_per_a": 1.648, "lumo_energy_ev": 0.22, "energy_ev": -109044.8024, "relative_energy_kcal_mol": 0.0}

---

{"formula": "C21H28N5OScSi2", "method": "ωB97M-V with the def2-TZVPD basis set", "elements": ["Sc", "C", "C", "C", "C", "C", "C", "H", "H", "H", "H", "H", "H", "C", "Si", "C", "C", "N", "C", "C", "C", "C", "C", "C", "N", "Si", "C", "C", "C", "H", "H", "H", "H", "H", "H", "H", "H", "H", "H", "H", "H", "H", "H", "H", "H", "H", "H", "H", "H", "H", "H", "O", "N", "C", "C", "N", "C", "N"], "positions_angstrom": [[-0.06521, 0.98907, 0.28181], [-1.89141, 1.96044, 2.19180], [-2.05020, 2.79661, 1.08971], [-0.99213, 3.59840, 0.66159], [0.22111, 3.56909, 1.34798], [0.38415, 2.71951, 2.44296], [-0.67332, 1.91557, 2.86524], [-2.69757, 1.30469, 2.49156], [-2.98433, 2.80690, 0.54885], [-1.11412, 4.24497, -0.19792], [1.03620, 4.19742, 1.02298], [1.33548, 2.67783, 2.95701], [-0.53569, 1.22255, 3.68305], [4.15391, 0.77235, -2.28923], [3.22957, 1.22773, -0.71825], [2.78872, 3.06569, -0.84483], [4.34098, 1.03665, 0.79623], [1.72520, 0.36378, -0.57720], [1.73494, -1.02043, -0.54868], [2.80412, -1.85255, -0.38733], [2.58269, -3.22364, -0.00075], [1.37818, -3.80990, 0.02951], [-1.01926, -2.71033, 0.40799], [-0.65208, -1.18474, 0.23601], [-1.53464, -0.23809, -0.42085], [-3.19771, -0.59388, -0.68562], [-3.49068, -1.82333, -2.08168], [-4.07603, 0.99785, -1.21226], [-4.00887, -1.24650, 0.90353], [5.08720, 1.33633, -2.36019], [3.54893, 1.01433, -3.16566], [4.39470, -0.28926, -2.33862], [3.52392, 3.55502, -1.48765], [2.83784, 3.56745, 0.12228], [1.80766, 3.24452, -1.29473], [4.99698, 1.90378, 0.90762], [4.97570, 0.15215, 0.74185], [3.73769, 0.94903, 1.70348], [3.81090, -1.46537, -0.37968], [3.44330, -3.78909, 0.33705], [1.21729, -4.81691, 0.38729], [-1.97975, -2.99683, -0.01561], [-3.07730, -1.43637, -3.01583], [-4.56345, -1.97446, -2.22868], [-3.03950, -2.80423, -1.92267], [-3.41990, 1.64288, -1.80195], [-4.46930, 1.56696, -0.36744], [-4.93116, 0.74542, -1.84317], [-4.42853, -2.24619, 0.76963], [-4.82801, -0.59996, 1.22690], [-3.28915, -1.30312, 1.72456], [-0.15506, -0.57487, 1.38102], [0.47663, -1.60487, -0.64700], [0.21333, -3.03924, -0.51349], [-0.24747, -3.63915, -1.78279], [-0.59606, -4.13162, -2.75987], [-0.92480, -3.17486, 1.77480], [-0.85460, -3.55516, 2.85533]], "atomic_forces_ev_per_a": [[-0.4241, 0.8793, 0.1723], [0.0039, -0.0049, -0.0287], [0.0232, -0.0076, -0.0017], [0.0238, 0.0015, 0.0017], [0.0052, -0.0023, -0.0331], [0.0134, -0.0171, -0.0195], [0.0072, 0.0000, -0.0501], [0.0045, 0.0040, 0.0053], [-0.0177, -0.0062, -0.0063], [0.0004, 0.0085, 0.0092], [0.0004, 0.0077, 0.0054], [-0.0012, -0.0023, 0.0016], [-0.0015, -0.0043, -0.0041], [-0.0919, 0.0309, 0.1467], [0.1207, 0.0684, -0.1256], [0.0377, -0.1158, 0.0095], [-0.0666, 0.0145, -0.1494], [-0.0933, 0.0252, 0.0354], [0.2339, -0.3173, -0.0885], [0.0272, 0.2050, -0.0344], [-0.1711, -0.1142, 0.0115], [0.0885, 0.0294, 0.0351], [0.0091, 0.1639, -0.1208], [0.0397, -0.3838, -0.2220], [0.2110, 0.0523, 0.0832], [-0.2234, 0.0924, -0.1935], [0.0851, 0.0913, 0.1192], [0.0952, -0.1222, 0.0442], [0.0801, -0.0106, -0.1179], [0.0066, 0.0057, 0.0195], [-0.0177, 0.0056, 0.0062], [-0.0077, -0.0098, 0.0117], [-0.0033, 0.0074, -0.0095], [-0.0030, 0.0025, 0.0156], [0.0062, 0.0082, -0.0089], [-0.0076, 0.0152, -0.0260], [-0.0147, -0.0156, 0.0088], [-0.0065, 0.0016, 0.0021], [-0.0115, 0.0123, -0.0035], [-0.0082, -0.0148, 0.0101], [-0.0062, 0.0034, 0.0054], [0.0015, -0.0004, 0.0052], [0.0130, 0.0114, 0.0056], [-0.0148, 0.0081, 0.0319], [-0.0042, 0.0061, -0.0061], [0.0039, 0.0066, 0.0035], [0.0236, 0.0090, 0.0149], [-0.0025, -0.0051, 0.0012], [0.0102, -0.0058, -0.0022], [-0.0034, 0.0261, -0.0123], [0.0049, -0.0002, 0.0050], [0.0517, -0.2420, 0.3146], [-0.1300, -0.3385, -0.0085], [0.1257, 0.1063, 0.2086], [-0.0066, -0.0755, -0.2169], [-0.0387, -0.0030, 0.0059], [0.0635, -0.0957, 0.1266], [-0.0438, 0.0051, 0.0068]], "homo_energy_ev": -7.0, "fmax_ev_per_a": 0.991, "lumo_energy_ev": -0.64, "energy_ev": -68188.1662}